No. 1
Molecular formula: C6H12OS
Method: DFT, ωB97M-V/def2-TZVPD

Results
* energy relative to the best compared isomer or geometry (same formula, charge and spin): 513.7 kJ/mol
* net charge: 0
* HOMO-LUMO gap (spin up / spin down): 7.3 / 8.1 eV
* largest force on an atom: 3.8 eV/A
* SMILES: C=S(=O)=C(CC)CC

Cartesian coordinates (Å):
O: 1.08382 2.64969 -0.10092
C: -0.93104 -0.71060 0.94083
H: 1.03876 -1.55140 -0.99632
C: 0.21357 0.17601 0.64265
H: -2.54657 0.18412 0.00794
H: -0.85845 -1.36722 1.76510
H: -0.86623 -1.54273 0.12073
H: -2.21672 1.04256 1.37873
C: 1.58840 -0.26276 0.52262
H: 1.84399 -0.94756 1.42542
H: -1.43452 0.76409 -1.60569
C: 1.92597 -1.02123 -0.82830
C: -0.54144 1.23598 -1.50672
H: 2.67872 -1.82400 -0.86951
H: -3.09439 -0.47156 1.34817
H: 0.19935 1.31518 -2.33184
H: 2.26136 0.65444 0.55302
H: 2.12257 -0.30199 -1.50511
C: -2.28219 0.04938 1.00865
S: -0.18496 1.92961 0.03055

Here is what natural (NBO) gives for the atomic charges, in e: -0.973 -0.504 0.192 -0.022 0.199 0.235 0.208 0.220 -0.525 0.232 0.187 -0.582 -0.632 0.213 0.219 0.229 0.254 0.207 -0.611 1.254

---

No. 2
Molecular formula: C6H12OS2
Method: DFT, ωB97M-V/def2-TZVPD

Results
* energy relative to the best compared isomer or geometry (same formula, charge and spin): 532.4 kJ/mol
* net charge: 0
* HOMO-LUMO gap: 8.2 eV
* largest force on an atom: 3.8 eV/A
* SMILES: CSC#S(C)=O.C=CC

Cartesian coordinates (Å):
H: 0.19326 -2.38803 1.60087
C: 0.80003 -0.40829 0.35581
H: -2.33038 1.44427 -2.49072
H: -3.90139 0.77604 -0.99763
C: -1.80359 0.71179 -0.52614
H: 2.00285 0.49691 1.94862
H: 2.01856 2.20790 1.87419
O: 2.41718 0.78791 -1.30974
H: -0.98655 0.05614 -2.40556
H: 3.45699 1.31084 1.05820
S: 1.38341 1.11829 -0.28867
S: 1.52831 -1.79575 -0.16890
C: 0.80615 -2.98146 1.04419
H: -3.58185 0.63804 0.79048
H: 0.27737 -3.79976 0.47362
C: 2.34828 1.33744 1.30179
H: -0.68973 1.68897 -1.97071
H: -0.99098 0.65186 0.14021
C: -1.40312 0.93865 -1.94524
C: -3.09384 0.73468 -0.16464
H: 1.54904 -3.52646 1.67996

Here is what natural (NBO) gives for the atomic charges, in e: 0.238 -0.622 0.211 0.178 -0.184 0.248 0.236 -0.998 0.220 0.261 1.209 0.508 -0.735 0.200 0.229 -0.798 0.214 0.199 -0.649 -0.399 0.233

---

No. 3
Molecular formula: C6H12OS3
Method: DFT, ωB97M-V/def2-TZVPD

Results
* energy relative to the best compared isomer or geometry (same formula, charge and spin): 267.4 kJ/mol
* net charge: 0
* HOMO-LUMO gap: 8.7 eV
* largest force on an atom: 4.4 eV/A

Cartesian coordinates (Å):
H: 4.03982 -0.37824 -1.32739
H: -2.21096 -2.56034 0.08125
H: 2.25491 -0.53168 -1.70148
S: -0.98214 0.68782 -1.22886
C: -2.35385 -1.57957 0.35142
H: -0.69960 -2.20011 -1.77835
H: 1.61052 1.18436 2.04470
H: -2.25194 2.61703 -0.68997
H: -2.06845 1.92769 0.79816
C: 0.09687 -0.20514 1.15541
S: 2.86581 -0.18495 0.64836
H: -3.10623 1.02653 -0.29024
C: -2.22066 1.63611 -0.29992
C: 3.03593 0.01920 -1.12315
H: -0.59057 0.16653 1.97734
H: 0.62161 -1.12968 1.47733
C: 1.34461 0.66855 1.08360
S: 0.29201 -2.01469 -1.00575
C: -0.57346 -0.66007 -0.14465
O: -3.29785 -1.13853 0.88604
H: 3.01389 1.05493 -1.40705
H: 1.17972 1.59425 0.49318

Here is what natural (NBO) gives for the atomic charges, in e: 0.230 0.107 0.226 0.223 0.509 0.107 0.243 0.237 0.222 -0.513 0.198 0.232 -0.767 -0.758 0.238 0.231 -0.569 0.040 -0.394 -0.487 0.216 0.231

---

No. 4
Molecular formula: C6H12OSi
Method: DFT, ωB97M-V/def2-TZVPD

Results
* energy relative to the best compared isomer or geometry (same formula, charge and spin): 422.2 kJ/mol
* net charge: 0
* HOMO-LUMO gap (spin up / spin down): 7.6 / 7.6 eV
* largest force on an atom: 4.6 eV/A

Cartesian coordinates (Å):
H: 2.09141 -1.17746 1.11378
H: -1.84356 -2.08401 0.86541
O: 1.64540 -0.35143 0.86620
H: 0.24686 2.88025 0.31556
H: 1.07140 -3.07300 0.74520
H: -1.65740 1.41126 0.70235
H: 0.82618 2.48702 1.97375
C: -0.01574 2.53201 1.32990
C: -0.78952 -2.02554 0.66137
H: 0.25872 0.50309 -4.39227
C: 0.06525 0.65656 -3.37345
H: 1.02330 -1.05939 -2.27898
C: 0.53372 -0.15316 -2.47479
H: -0.54533 1.52182 -3.29080
H: -0.72991 3.31335 1.72132
H: -0.34252 -4.20062 0.83295
C: -0.81160 1.25250 1.27602
C: -0.00159 -3.09573 0.75520
H: -1.06493 0.94941 2.25438
Si: 0.03988 -0.28693 0.39691

Here is what natural (NBO) gives for the atomic charges, in e: 0.504 0.225 -1.118 0.213 0.172 0.222 0.213 -0.600 -0.664 0.182 -0.485 0.190 -0.314 0.202 0.202 0.202 -0.833 -0.357 0.223 1.620